[1]
Molecular formula: HI2OP
Method: DFT, ωB97M-V/def2-TZVPD

```
5
Properties=species:S:1:pos:R:3:forces:R:3
I -0.387 2.134 0.327 -0.5 -0.9 -0.4
I -2.027 -1.214 1.265 0.3 0.1 -0.3
P -0.964 -0.120 -0.590 3.2 0.5 1.1
O 1.517 -0.635 -0.161 -4.7 -2.1 3.1
H 1.862 -0.165 -0.841 1.6 2.4 -3.6
```
Positions in Å, forces in eV/Å.

Properties
charge: 0
strongest force on any atom: 6.1 eV Å⁻¹
energy above the lowest of the compared OMol25 structures with the same formula, charge and spin: 307.7 kJ/mol
E_LUMO (alpha / beta): -2.15 / -2.15 eV
E_tot: -27551.7560 eV
HOMO energy (alpha / beta): -9.6 / -9.5 eV

[2]
Molecular formula: C5H8O3
Method: DFT, ωB97M-V/def2-TZVPD

```
16
Properties=species:S:1:pos:R:3:forces:R:3
O 1.766 -0.483 -0.232 0.6 0.7 -0.4
O 0.658 1.572 -0.512 0.3 -0.8 -0.2
O -1.635 -0.655 0.216 0.6 2.3 -0.9
C 0.749 -1.370 0.128 -0.3 -1.1 -1.4
C -0.603 -1.283 -0.563 -1.9 -1.8 0.0
C -1.642 0.725 0.061 -0.7 1.0 1.6
C -0.656 1.621 -0.189 -1.7 1.6 0.2
C 1.531 0.769 0.287 0.2 1.5 0.8
H 2.459 1.435 0.349 -1.0 -1.5 -0.1
H -1.064 -2.305 -0.459 1.1 0.4 -0.7
H -0.986 2.710 -0.157 0.2 -1.6 -0.1
H -0.645 -1.004 -1.655 0.3 0.1 1.2
H -2.612 1.220 0.446 1.6 -1.1 -0.9
H 1.034 0.650 1.289 0.6 0.3 -0.5
H 1.076 -2.390 -0.186 0.3 0.7 0.8
H 0.570 -1.210 1.177 -0.2 -0.8 0.7
```
Positions in Å, forces in eV/Å.

Properties
charge: 0
strongest force on any atom: 2.6 eV Å⁻¹
energy above the lowest of the compared OMol25 structures with the same formula, charge and spin: 303.8 kJ/mol
E_LUMO: 0.91 eV
E_tot: -11454.3707 eV
HOMO energy: -8.7 eV
SMILES string: C1=C\OCOCCO/1